Entry 1:
{
  "formula": "C7H15N",
  "method": "ωB97M-V/def2-TZVPD",
  "species": ["C", "C", "C", "C", "C", "C", "C", "N", "H", "H", "H", "H", "H", "H", "H", "H", "H", "H", "H", "H", "H", "H", "H"],
  "coordinates": [[-1.291962, -2.324171, 1.325460], [-1.372408, -1.046279, 0.446359], [0.041602, -0.323105, 0.791741], [1.051963, 0.129116, -0.214568], [1.538713, 1.487353, -0.485995], [2.782740, 1.143390, -1.382589], [0.091675, 1.490176, -1.118535], [-2.638334, -0.096938, 1.123484], [-0.336792, -2.768388, 1.063754], [-1.995166, -3.114111, 0.991466], [-1.615170, -2.147975, 2.338829], [-1.229346, -1.393983, -0.576848], [0.580750, -1.080545, 1.350035], [-0.316465, 0.393134, 1.546520], [1.651401, 2.145839, 0.370093], [2.501802, 0.415935, -2.134324], [3.463120, 1.943169, -1.672754], [3.344425, 0.491567, -0.696577], [0.284729, 1.808241, -2.136932], [-0.745021, 0.794793, -1.145889], [-0.386891, 2.316014, -0.592217], [-1.938998, 0.044066, 0.254320], [-3.466365, -0.307298, 0.555168]],
  "forces_ev_per_angstrom": [[-1.490, -0.849, -1.978], [3.190, -3.583, 2.882], [-0.961, 1.003, 1.632], [-1.767, -0.699, -0.950], [0.598, -4.233, 1.057], [0.118, 0.345, 1.480], [-0.357, 2.746, -1.216], [2.301, -0.589, -2.671], [0.325, -0.173, 0.960], [-0.105, 0.565, -0.146], [0.871, 0.308, 0.471], [-1.169, 0.409, -0.572], [0.271, 0.056, 0.128], [0.343, 0.434, 0.146], [-0.082, 0.601, -0.295], [-0.199, 0.499, -0.505], [-0.354, 0.213, -0.400], [0.248, 0.412, -0.200], [-0.336, -0.116, -0.320], [0.885, -0.844, 0.007], [-0.019, 0.275, 0.037], [-2.368, 3.618, 0.401], [0.055, -0.398, 0.055]],
  "nbo_charge": [-0.59, -0.19, -0.54, 0.00, -0.27, -0.61, -0.65, -0.80, 0.21, 0.20, 0.23, 0.23, 0.25, 0.19, 0.22, 0.24, 0.20, 0.22, 0.24, 0.29, 0.24, 0.36, 0.33],
  "gap_ev": 8.40,
  "charge": 0,
  "e_above_lowest_ev": 9.123,
  "homo_ev": -7.48
}


Entry 2:
{
  "formula": "C6H14Si2",
  "method": "ωB97M-V/def2-TZVPD",
  "species": ["C", "C", "C", "C", "C", "C", "Si", "Si", "H", "H", "H", "H", "H", "H", "H", "H", "H", "H", "H", "H", "H", "H"],
  "coordinates": [[1.802213, 2.655799, 1.862940], [0.854429, 2.067435, 1.413207], [-1.455394, 2.222243, -0.568774], [1.808988, -0.778784, -0.720461], [-0.026069, -2.327116, 1.174979], [-1.071614, -1.393938, -1.617078], [-0.640527, 1.159716, 0.789115], [0.001638, -0.909444, -0.098068], [2.628081, 3.165563, 2.270944], [-2.500176, 1.950728, -0.690155], [-1.419760, 3.277985, -0.318519], [-0.970686, 2.094968, -1.534232], [1.923608, 0.032339, -1.434581], [2.498546, -0.585682, 0.100095], [2.133803, -1.692846, -1.209705], [-1.013121, -2.479425, 1.600389], [0.285009, -3.266340, 0.725445], [0.654353, -2.116613, 1.994168], [-1.349032, -2.444204, -1.597372], [-1.993179, -0.818543, -1.664312], [-0.536125, -1.216342, -2.545945], [-1.614988, 1.402502, 2.067920]],
  "forces_ev_per_angstrom": [[-0.150, -0.153, -0.083], [-0.255, -0.370, -0.313], [0.302, -0.334, 0.153], [-0.515, 0.304, 0.386], [-0.124, 0.521, -0.248], [0.102, 0.403, 0.527], [-1.150, 1.541, 1.199], [0.535, -1.230, -0.401], [0.369, 0.247, 0.160], [-0.159, -0.130, 0.013], [0.058, 0.120, 0.155], [0.102, -0.036, -0.109], [0.000, 0.151, -0.121], [0.001, 0.052, 0.104], [-0.139, -0.236, -0.067], [-0.204, 0.007, 0.064], [0.073, -0.085, -0.198], [0.132, 0.081, 0.164], [0.036, -0.169, 0.125], [-0.145, 0.059, -0.008], [0.146, 0.084, -0.073], [0.984, -0.828, -1.428]],
  "nbo_charge": [-0.19, -0.47, -1.07, -1.07, -1.08, -1.08, 0.83, 1.18, 0.23, 0.24, 0.25, 0.23, 0.23, 0.24, 0.24, 0.24, 0.24, 0.24, 0.24, 0.23, 0.24, -0.12],
  "gap_ev": 10.39,
  "charge": 0,
  "e_above_lowest_ev": 0.927,
  "homo_ev": -9.51
}


Entry 3:
{
  "formula": "C5H7ClN2",
  "method": "ωB97M-V/def2-TZVPD",
  "species": ["C", "C", "C", "C", "C", "N", "N", "Cl", "H", "H", "H", "H", "H", "H", "H"],
  "coordinates": [[-1.205502, -1.031059, -0.366852], [-1.996434, -0.058569, 0.118719], [-0.269847, 1.143738, 0.834260], [0.206971, -1.085182, -0.084262], [0.629168, 0.321380, -0.229665], [-1.526863, 1.034557, 0.883631], [2.039649, 0.430282, 0.159911], [0.370229, 1.086400, -1.909707], [-1.671737, -1.813395, -0.872792], [-3.061652, 0.034408, -0.143409], [0.416305, 1.552006, 1.644584], [0.434107, -1.455171, 0.911057], [0.736690, -1.682513, -0.718079], [2.626846, 0.141063, -0.660365], [2.272074, 1.382056, 0.432967]],
  "forces_ev_per_angstrom": [[-2.375, 0.430, 1.248], [-0.795, 0.658, -1.496], [2.488, -0.820, -0.338], [-0.613, 1.407, 0.396], [1.609, 2.091, 2.260], [0.830, -0.815, 0.753], [-0.401, -0.113, -1.213], [-0.063, -0.598, 0.633], [-0.744, -1.189, -0.834], [0.589, -0.416, 0.238], [-1.354, 0.458, -0.997], [-0.017, 0.257, 0.439], [1.364, -1.783, -1.982], [-0.627, 0.518, 1.232], [0.110, -0.085, -0.341]],
  "nbo_charge": [-0.19, -0.04, 0.13, -0.51, 0.14, -0.41, -0.84, -0.11, 0.22, 0.21, 0.19, 0.26, 0.23, 0.38, 0.37],
  "gap_ev": 9.41,
  "charge": 0,
  "e_above_lowest_ev": 1.787,
  "homo_ev": -9.06
}


Entry 4:
{
  "formula": "C36H40Cl4MnN4O2P",
  "method": "ωB97M-V/def2-TZVPD",
  "species": ["Mn", "Cl", "C", "C", "Cl", "C", "Cl", "C", "O", "C", "O", "C", "Cl", "C", "C", "C", "C", "C", "C", "C", "C", "C", "C", "C", "C", "C", "C", "C", "H", "H", "H", "H", "H", "H", "H", "H", "H", "H", "N", "P", "N", "C", "C", "C", "C", "C", "N", "C", "C", "C", "C", "C", "N", "C", "C", "C", "C", "C", "H", "H", "H", "H", "H", "H", "H", "H", "H", "H", "H", "H", "H", "H", "H", "H", "H", "H", "H", "H", "H", "H", "H", "H", "H", "H", "H", "H", "H", "H"],
  "coordinates": [[0.184163, 0.121773, -2.056399], [-2.582468, -4.933194, 1.105685], [-1.812585, -3.949347, -0.073913], [-1.760647, -4.367818, -1.407911], [-2.463154, -5.865809, -1.869604], [-1.141043, -3.573371, -2.368164], [-1.060095, -4.030837, -4.021324], [-0.582103, -2.363566, -1.981865], [-0.009149, -1.480643, -2.818138], [-0.647604, -1.931840, -0.653780], [-0.146571, -0.710660, -0.444396], [-1.254671, -2.733115, 0.306729], [-1.300241, -2.179602, 1.938359], [1.812349, 0.866277, -1.392998], [2.863894, 1.335211, -0.967086], [4.043132, 1.860307, -0.489817], [4.136581, 3.296569, -0.302507], [4.945371, 3.840799, 0.705985], [4.987249, 5.209304, 0.895588], [4.242247, 6.046674, 0.074644], [3.431665, 5.517599, -0.924682], [3.363621, 4.151447, -1.103399], [5.136620, 0.959016, -0.195285], [4.859810, -0.376702, 0.140889], [5.893204, -1.250170, 0.408120], [7.210820, -0.815266, 0.311287], [7.499485, 0.496038, -0.049717], [6.471705, 1.384419, -0.294209], [5.497009, 3.185326, 1.365595], [5.595830, 5.625804, 1.686260], [4.288464, 7.118109, 0.218366], [2.855512, 6.175654, -1.560814], [2.739082, 3.726064, -1.878749], [3.830554, -0.702394, 0.215847], [5.677737, -2.271815, 0.688588], [8.019114, -1.506460, 0.510440], [8.526673, 0.818433, -0.148713], [6.692456, 2.393897, -0.612467], [-0.837142, 1.352652, -2.405861], [-2.279260, 1.918520, -1.854345], [-3.203120, 0.816356, -1.087471], [-3.159890, 0.653648, 0.374711], [-4.512994, 0.187615, 0.890808], [-4.962560, -1.086181, 0.181217], [-4.982888, -0.868096, -1.329040], [-3.618809, -0.400943, -1.810096], [-3.135938, 2.371595, -3.163520], [-4.600904, 2.463863, -3.202175], [-5.141451, 1.710141, -4.424367], [-4.115622, 1.728268, -5.564362], [-3.330353, 3.034700, -5.526847], [-2.459673, 3.081862, -4.266599], [-1.943882, 3.176980, -0.872906], [-0.723163, 3.299683, -0.059957], [-0.445941, 4.773204, 0.192858], [-1.572412, 5.422152, 1.016063], [-2.901385, 4.683112, 0.817886], [-3.025729, 4.148451, -0.601121], [-2.886480, 1.607246, 0.824712], [-2.385250, -0.070584, 0.639203], [-5.253909, 0.978465, 0.734364], [-4.433795, 0.021343, 1.966802], [-5.945371, -1.394781, 0.538241], [-4.266593, -1.898869, 0.418687], [-5.738107, -0.118064, -1.586597], [-5.245191, -1.788901, -1.853092], [-3.620056, -0.192987, -2.880227], [-2.883528, -1.192618, -1.630069], [-4.883047, 3.520750, -3.247114], [-5.009804, 2.061515, -2.278066], [-6.069035, 2.190227, -4.742770], [-5.392993, 0.681807, -4.158788], [-4.613159, 1.597399, -6.524591], [-3.418199, 0.893265, -5.453149], [-4.022927, 3.879851, -5.544385], [-2.687215, 3.137707, -6.400591], [-2.248073, 4.118061, -3.978600], [-1.509466, 2.582039, -4.449912], [0.098869, 2.838902, -0.601437], [-0.829753, 2.763665, 0.890622], [-0.349549, 5.270563, -0.776232], [0.514565, 4.876924, 0.699712], [-1.682659, 6.467375, 0.722751], [-1.315235, 5.421583, 2.076009], [-3.745889, 5.339576, 1.028157], [-2.977912, 3.845710, 1.515856], [-2.975181, 4.973010, -1.320424], [-3.993470, 3.659739, -0.732927]],
  "forces_ev_per_angstrom": [[0.064, -0.018, 0.190], [-0.014, -0.007, 0.022], [-0.025, -0.034, 0.014], [-0.017, -0.043, 0.005], [-0.002, -0.015, -0.004], [0.079, 0.069, -0.098], [-0.010, 0.010, 0.008], [-0.061, -0.071, 0.222], [-0.008, 0.046, -0.061], [-0.128, -0.035, -0.286], [0.059, 0.068, 0.013], [0.122, 0.105, 0.084], [0.001, -0.013, -0.015], [-0.055, -0.041, -0.072], [0.037, 0.039, 0.010], [0.004, -0.076, 0.000], [-0.002, 0.067, 0.001], [-0.008, -0.022, 0.002], [-0.005, 0.016, -0.009], [0.001, -0.013, 0.006], [-0.007, 0.021, 0.002], [-0.006, -0.038, 0.007], [-0.006, -0.023, 0.013], [0.016, 0.005, 0.001], [-0.010, -0.009, 0.003], [0.000, 0.017, -0.002], [0.009, -0.023, 0.002], [-0.029, 0.036, -0.006], [0.007, -0.001, -0.002], [0.001, -0.004, 0.002], [-0.002, 0.001, 0.000], [0.002, -0.001, -0.001], [0.003, 0.010, 0.001], [-0.004, 0.001, -0.001], [0.001, 0.001, 0.000], [0.002, 0.001, -0.001], [0.000, 0.000, 0.000], [0.005, 0.001, 0.004], [-0.075, 0.015, -0.020], [0.112, -0.080, -0.043], [-0.030, 0.026, -0.021], [0.006, -0.005, 0.018], [0.003, -0.016, 0.016], [0.013, 0.011, -0.019], [0.002, 0.009, 0.022], [0.012, -0.002, -0.027], [-0.014, 0.049, 0.049], [-0.004, -0.033, -0.023], [0.002, 0.015, 0.003], [0.014, 0.009, 0.004], [0.014, -0.028, -0.001], [-0.025, 0.000, 0.007], [-0.020, -0.028, -0.007], [-0.009, 0.029, 0.009], [-0.016, 0.004, 0.015], [0.006, -0.004, -0.012], [0.005, -0.006, -0.021], [-0.023, 0.014, 0.014], [-0.005, 0.002, -0.011], [-0.010, 0.006, 0.002], [0.005, 0.006, 0.003], [-0.012, 0.002, -0.001], [-0.002, -0.004, -0.002], [-0.002, -0.003, 0.008], [-0.007, -0.008, -0.004], [0.001, -0.002, 0.001], [-0.004, 0.011, 0.002], [-0.006, -0.015, 0.008], [0.013, 0.005, -0.006], [-0.001, 0.004, 0.008], [-0.003, -0.007, 0.001], [-0.005, 0.002, 0.006], [0.002, 0.004, -0.002], [-0.003, -0.005, -0.007], [-0.005, -0.001, -0.002], [0.000, 0.012, 0.001], [0.005, 0.001, -0.007], [0.003, 0.007, -0.005], [0.018, -0.019, -0.016], [-0.001, -0.002, 0.002], [0.010, -0.008, -0.003], [0.005, 0.006, -0.005], [0.003, 0.001, 0.006], [0.001, 0.000, 0.002], [0.002, 0.004, 0.003], [-0.002, -0.008, 0.001], [0.004, -0.003, -0.004], [0.010, 0.005, 0.006]],
  "mulliken_spin": [1.13, 0.00, -0.01, 0.00, 0.00, 0.00, 0.00, 0.01, -0.02, -0.02, -0.03, 0.00, 0.00, -0.05, 0.00, -0.01, 0.00, 0.00, 0.00, 0.00, 0.00, 0.00, 0.00, 0.00, 0.00, 0.00, 0.00, 0.00, 0.00, 0.00, 0.00, 0.00, 0.00, 0.00, 0.00, 0.00, 0.00, 0.00, -0.02, 0.00, 0.00, 0.01, 0.00, 0.00, 0.00, 0.00, 0.00, 0.00, 0.00, 0.00, 0.00, 0.00, 0.00, 0.00, 0.00, 0.00, 0.00, 0.00, 0.00, 0.00, 0.00, 0.00, 0.00, 0.00, 0.00, 0.00, 0.00, 0.01, 0.00, 0.00, 0.00, 0.00, 0.00, 0.00, 0.00, 0.00, 0.00, 0.00, 0.00, 0.00, 0.00, 0.00, 0.00, 0.00, 0.00, 0.00, 0.00, 0.00],
  "gap_ev": [5.27, 5.31],
  "charge": 1,
  "s_squared": 0.79,
  "e_above_lowest_ev": 0.003,
  "spin_multiplicity": 2,
  "homo_ev": [-10.23, -10.27]
}